1.
Molecular formula: C2H6N4O
Method: DFT, ωB97M-V/def2-TZVPD

As for the HOMO energy: -9.756 eV. The value obtained for the gap between HOMO and LUMO is 10.710 eV. As for the SMILES: NNC(N)=O.C#N. The energy above the lowest of the compared OMol25 structures with the same formula, charge and spin comes out at 52.2 kcal/mol. As for the net charge: 0. The spin multiplicity is 1.

XYZ file:
```
13
Properties=species:S:1:pos:R:3:forces:R:3:lowdin_charge:R:1
N -0.6692 -0.0598 1.1865 -0.21 0.53 0.35 -0.03
C -0.8968 -0.5288 -0.0855 1.62 -1.58 -0.53 -0.67
N 0.5950 0.1733 1.7540 0.19 -0.14 -0.38 0.02
N 0.1702 -1.2322 -0.6678 -1.56 -0.29 1.28 0.11
C 0.2723 1.5896 -1.3331 2.24 -1.12 -1.75 -0.05
N 1.1886 0.8682 -1.3960 -1.35 2.42 0.52 0.08
O -1.9469 -0.3618 -0.6639 -0.41 0.31 -0.19 0.03
H -1.3792 0.5829 1.5208 0.15 -0.28 -0.16 0.14
H 1.1893 0.6801 1.0929 -0.10 -0.29 0.22 0.05
H 1.0294 -0.7112 2.0047 -0.08 0.22 0.02 0.08
H 0.9635 -1.5246 -0.1198 -0.18 0.05 -0.24 0.08
H -0.0335 -1.6946 -1.5380 0.05 0.04 0.16 0.11
H -0.4828 2.2188 -1.7550 -0.35 0.12 0.69 0.07
```
Positions in Å, forces in eV/Å.


2.
Molecular formula: C50H30Br2F16GeN7O6S2Tc
Method: DFT, ωB97M-V/def2-TZVPD

As for the HOMO energy (spin up / spin down): -10.788 / -11.042 eV. The value obtained for the gap between HOMO and LUMO (spin up / spin down) is 7.471 / 6.188 eV. As for the net charge: +1. The spin multiplicity is 4.

XYZ file:
```
115
Properties=species:S:1:pos:R:3:forces:R:3:lowdin_spin:R:1
Tc -0.0064 0.3081 0.5387 -0.37 -0.34 0.15 1.82
Br -0.1557 -3.5470 2.5170 -0.14 -0.06 0.03 0.00
C -1.8165 -2.6962 2.9427 0.40 -0.07 -0.05 0.00
Br -2.0527 -1.0049 1.9891 -0.27 0.14 -0.08 0.00
H -1.8391 -2.4683 4.0003 0.00 0.08 0.00 0.00
H -2.6305 -3.3410 2.6398 -0.04 0.09 -0.09 0.00
N 5.3524 3.5562 -2.7842 0.03 -0.31 0.17 0.00
C 4.1223 4.0533 -2.6181 -0.03 0.78 -0.26 0.00
S 3.6629 5.5446 -3.1430 0.07 -0.26 0.07 0.01
C 3.1607 3.2203 -1.8576 -0.31 -0.35 0.22 0.01
C 3.5229 2.5219 -0.7085 0.09 0.19 -0.08 0.00
C 2.5821 1.7716 -0.0373 -0.05 0.00 0.23 0.01
N 1.3096 1.6410 -0.4459 0.18 0.13 -0.16 -0.01
C 0.9469 2.3806 -1.5074 -0.05 0.01 -0.09 0.01
C 1.8212 3.1576 -2.2316 0.22 -0.01 0.02 0.00
H 6.0422 4.1066 -3.2682 -0.02 0.04 -0.03 0.00
H 5.5846 2.6105 -2.5295 0.00 0.01 -0.02 0.00
H 4.5257 2.5824 -0.3067 0.00 -0.02 0.00 0.00
H 2.8593 1.2512 0.8662 -0.04 -0.02 -0.02 0.00
H -0.0893 2.3799 -1.7840 -0.14 -0.16 -0.01 0.00
H 1.4729 3.7247 -3.0819 -0.04 0.01 0.01 0.00
F 4.0254 3.9389 4.8725 0.08 -0.03 0.05 0.00
C 2.7940 3.4827 5.1042 -0.05 0.11 -0.19 0.00
C 1.8154 3.6883 4.2171 0.16 -0.07 0.10 0.00
N 0.5391 3.2098 4.4083 -0.14 -0.11 0.17 0.00
C -0.4972 3.5267 3.4439 -0.05 -0.15 -0.07 0.00
C -0.2486 2.9113 2.0689 0.38 0.66 -0.27 0.01
O -0.2761 3.6170 1.0702 -0.28 -0.29 0.24 0.02
O -0.0150 1.6301 2.0842 -0.19 -0.54 -0.30 0.07
C 0.1950 2.4999 5.5495 -0.14 0.02 -0.19 0.00
O -0.9104 2.0353 5.7366 0.14 0.03 0.01 0.00
N 1.2212 2.3632 6.4569 0.11 0.20 0.17 0.00
C 2.5578 2.7621 6.3490 -0.30 0.00 -0.06 0.00
O 3.3645 2.5017 7.2053 0.09 0.03 -0.02 0.00
H 1.9943 4.2376 3.3020 0.00 0.01 0.00 0.00
H -0.5989 4.6035 3.3304 0.02 0.03 -0.02 0.00
H -1.4293 3.1261 3.8417 -0.04 0.04 0.01 0.00
H 0.9800 1.8836 7.3123 -0.03 -0.04 0.01 0.00
C 2.7425 -0.1420 5.4400 0.08 -0.22 -0.12 0.07
C 3.6938 -0.0475 4.4319 0.05 0.01 0.06 -0.01
C 3.3250 -0.2199 3.1124 -0.14 0.03 -0.23 0.06
C 1.9820 -0.4473 2.7587 0.20 0.09 0.49 0.03
C 1.0284 -0.4876 3.7804 -0.10 0.01 -0.08 0.05
C 1.4132 -0.3658 5.1009 0.03 -0.08 0.02 0.00
N 1.6478 -0.6469 1.4102 -0.03 0.00 -0.03 0.41
C 2.5360 -1.5080 0.7549 0.31 -0.21 -0.23 0.03
C 3.0180 -2.6485 1.4242 -0.10 0.02 0.05 0.07
C 3.8642 -3.5387 0.7939 0.03 -0.04 -0.02 -0.01
C 4.3114 -3.2879 -0.4972 0.03 0.03 0.06 0.08
C 3.8979 -2.1316 -1.1458 0.03 -0.04 -0.06 0.00
C 3.0010 -1.2683 -0.5492 -0.18 0.05 0.13 0.07
H 3.0436 -0.0518 6.4755 -0.02 0.05 -0.02 0.00
H 4.7294 0.1536 4.6721 -0.01 -0.02 0.04 0.00
H 4.0705 -0.1684 2.3273 0.03 -0.01 0.04 0.00
H -0.0110 -0.6603 3.5465 0.10 0.09 -0.01 0.00
H 0.6585 -0.4477 5.8717 -0.01 0.01 0.02 0.00
H 2.6997 -2.8398 2.4402 -0.04 -0.01 -0.02 0.00
H 4.1881 -4.4284 1.3174 0.00 0.01 0.01 0.00
H 4.9941 -3.9752 -0.9800 -0.01 0.02 0.00 0.00
H 4.2897 -1.8878 -2.1235 -0.04 -0.05 -0.10 0.00
H 2.6991 -0.3799 -1.0788 -0.13 -0.07 -0.08 0.00
O -3.4052 5.3771 3.5961 0.09 -0.11 0.01 0.00
C -4.3211 5.2988 2.5257 -0.17 0.03 -0.06 0.00
N -3.7380 4.4003 1.5606 0.13 -0.01 0.19 0.00
C -4.4940 3.5626 0.8095 0.07 0.06 -0.01 0.00
O -5.7058 3.5201 0.8316 0.05 -0.02 -0.07 0.00
C -3.6736 2.6864 -0.0988 -0.04 -0.14 0.07 0.00
C -3.9398 2.6125 -1.4561 0.01 -0.03 0.00 0.00
C -3.1179 1.8226 -2.2436 0.00 0.24 0.13 0.00
C -2.0646 1.1531 -1.6547 0.02 0.07 -0.10 0.00
N -1.8038 1.2119 -0.3392 0.00 0.01 -0.09 0.00
C -2.6334 1.9350 0.4192 -0.08 0.17 0.00 0.00
H -3.8011 5.8886 4.3081 0.00 0.03 0.01 0.00
H -4.4843 6.2863 2.0813 0.03 0.00 0.02 0.00
H -5.2835 4.8799 2.8237 0.01 0.01 -0.01 0.00
H -2.7373 4.4625 1.4174 -0.10 0.01 -0.11 0.00
H -4.7745 3.1581 -1.8769 0.01 0.02 0.01 0.00
H -3.2803 1.7353 -3.3083 0.07 0.06 0.05 0.00
H -1.4006 0.5388 -2.2480 0.04 0.05 0.05 0.00
H -2.4773 1.9097 1.4888 0.13 0.05 0.03 0.00
F 0.8922 -1.1113 -4.2074 0.11 0.02 -0.12 0.00
C 1.2371 -2.4104 -4.2398 -0.12 -0.05 0.16 0.00
C 0.4449 -3.3201 -3.5622 -0.23 0.17 0.13 0.00
C 0.8621 -4.6386 -3.5516 -0.01 0.20 -0.03 0.00
F 0.1750 -5.5543 -2.8635 0.02 -0.12 -0.03 0.00
C 2.0019 -5.0467 -4.2247 0.02 -0.05 0.03 0.00
F 2.3874 -6.3180 -4.1931 0.01 -0.01 -0.02 0.00
C 2.7592 -4.1133 -4.9143 -0.09 0.03 0.07 0.00
F 3.8661 -4.4854 -5.5362 0.05 -0.03 -0.05 0.00
C 2.3766 -2.7802 -4.9220 0.09 0.15 0.10 0.00
F 3.1324 -1.8651 -5.5289 -0.01 -0.07 -0.05 0.00
Ge -1.1378 -2.6186 -2.6206 -0.31 -0.27 -0.49 0.03
S -0.2003 -1.5021 -0.9990 0.62 0.14 0.39 0.17
C -2.3184 -1.6198 -3.8636 0.24 -0.06 0.35 0.01
C -3.4538 -1.0651 -3.2992 0.08 -0.23 -0.09 0.00
F -3.6371 -1.2087 -1.9736 -0.16 0.07 -0.05 0.00
C -4.3954 -0.3805 -4.0415 -0.05 -0.16 -0.04 0.00
F -5.4599 0.1735 -3.4660 -0.02 0.00 0.00 0.00
C -4.2016 -0.2611 -5.4104 0.03 -0.03 0.08 0.00
F -5.0813 0.4025 -6.1415 -0.05 0.03 -0.05 0.00
C -3.0894 -0.8296 -6.0124 0.06 0.01 -0.02 0.00
F -2.9216 -0.7178 -7.3235 -0.01 0.00 -0.02 0.00
C -2.1611 -1.5021 -5.2341 -0.06 0.00 0.16 0.00
F -1.1115 -2.0558 -5.8411 -0.05 0.03 -0.11 0.00
C -2.3022 -4.1202 -2.0846 0.30 0.25 -0.06 0.00
C -2.7142 -4.9679 -3.1007 0.08 0.09 0.17 0.00
F -2.3229 -4.6958 -4.3559 -0.07 -0.12 -0.02 0.00
C -3.4808 -6.0907 -2.8607 -0.02 0.01 -0.05 0.00
F -3.8502 -6.8934 -3.8509 0.00 -0.01 0.01 0.00
C -3.8619 -6.3750 -1.5558 0.03 0.04 -0.01 0.00
F -4.5944 -7.4456 -1.3002 -0.04 -0.03 0.00 0.00
C -3.4805 -5.5361 -0.5220 0.05 0.08 0.02 0.00
F -3.8573 -5.7922 0.7291 -0.03 -0.04 0.02 0.00
C -2.7071 -4.4239 -0.8024 -0.02 0.08 -0.14 0.00
F -2.3675 -3.6156 0.2111 -0.09 -0.10 0.05 0.00
```
Positions in Å, forces in eV/Å.


3.
Molecular formula: C20H30Cl2N3O3RuS
Method: DFT, ωB97M-V/def2-TZVPD

As for the HOMO energy (spin up / spin down): -5.089 / -8.166 eV. The value obtained for the gap between HOMO and LUMO (spin up / spin down) is 5.557 / 7.336 eV. The energy above the lowest of the compared OMol25 structures with the same formula, charge and spin comes out at 72.0 kcal/mol. As for the net charge: 0. The spin multiplicity is 6.

XYZ file:
```
60
Properties=species:S:1:pos:R:3:forces:R:3:lowdin_spin:R:1
O 0.0541 1.1445 -1.4483 3.29 -0.32 0.45 0.25
C -1.0116 1.4437 -2.0569 -2.18 1.24 -4.03 0.51
C -0.7450 2.0660 -3.3655 -0.03 -1.09 0.56 0.05
C 0.4704 2.7670 -3.5230 0.31 0.26 -0.57 0.08
H 1.0695 3.0086 -2.6492 -0.17 -0.07 -0.06 0.00
C 0.9336 3.1312 -4.7871 -0.40 0.01 0.00 -0.01
H 1.8681 3.6911 -4.8894 -0.30 -0.21 0.08 0.00
C 0.1941 2.8021 -5.9331 -0.04 -0.08 0.08 0.10
H 0.5492 3.1001 -6.9283 -0.18 -0.18 0.48 0.01
C -1.0021 2.0775 -5.7896 -0.03 0.25 0.05 -0.01
H -1.5761 1.8208 -6.6866 0.20 -0.01 0.38 0.00
C -1.4649 1.7026 -4.5286 0.08 0.58 -0.08 0.08
H -2.3702 1.1115 -4.4148 0.11 0.05 -0.11 0.00
H -2.0037 1.0180 -1.7871 0.63 -0.03 -0.43 0.05
C -2.1086 2.8115 0.1561 -0.19 0.67 0.09 0.08
C -1.9810 1.3417 0.1201 -1.76 -0.63 2.25 0.57
H -2.5015 3.0745 1.1482 -0.03 0.16 -0.07 0.02
H -2.8236 3.1944 -0.5962 0.37 -0.21 0.28 0.00
H -1.1477 3.3223 0.0460 -0.19 -0.06 -0.20 0.00
C -2.7079 0.4830 0.8967 0.70 0.34 -0.58 0.25
C -3.5439 0.8657 2.0835 -0.27 -0.15 0.59 0.06
H -2.6551 -0.5962 0.7292 -0.04 0.47 -0.21 0.02
H -4.3351 1.5939 1.8603 0.29 -0.03 -0.10 0.01
H -2.9676 1.2412 2.9438 -0.02 0.02 -0.35 0.01
H -4.0316 -0.0441 2.4397 -0.07 0.12 0.06 0.00
Ru 0.2005 0.4991 0.3231 -0.95 0.00 1.93 2.49
Cl 1.3682 2.4086 0.8142 0.38 0.50 0.09 0.11
Cl -0.7776 -1.4069 -0.5197 0.11 -0.91 -0.24 0.16
H 4.4885 0.4054 -2.1673 -0.20 -0.10 0.04 0.00
H 5.7447 1.3037 -0.5083 -0.05 -0.07 0.22 0.00
C 3.5640 0.3642 -1.5808 -0.08 0.18 0.01 0.00
C 5.0122 1.1725 0.2928 -0.01 -0.01 0.20 0.00
N 3.9462 0.2970 -0.1729 -0.14 -0.34 0.46 0.01
H 2.9816 -0.5215 -1.8529 0.08 0.26 0.12 0.00
C 3.2198 -0.3739 0.7307 -1.18 0.00 -0.69 0.02
O 2.1099 -0.9131 0.4837 1.91 0.21 0.19 0.05
H 5.4843 0.7071 1.1667 0.04 0.21 -0.23 0.00
H 3.6457 -0.3863 1.7556 -0.08 0.00 -0.40 0.00
H 2.9799 1.2707 -1.7951 0.00 -0.26 0.12 0.00
H 4.6174 2.1560 0.5892 0.07 -0.23 -0.17 0.00
H -1.8876 -5.8745 3.1342 -0.01 0.07 0.06 0.00
H -0.5391 -6.4760 0.8776 -0.11 0.25 -0.10 0.00
C -2.2444 -4.9986 2.5828 -0.05 -0.06 -0.12 0.00
C -1.0516 -5.5762 0.4975 0.15 0.16 0.09 0.00
N -1.2867 -4.6154 1.5677 0.20 -0.12 -0.07 0.00
H -2.3834 -4.1603 3.2614 -0.03 -0.10 -0.01 0.00
C -0.5321 -3.5083 1.7402 -0.08 0.47 0.47 0.00
O -0.6587 -2.7273 2.6919 -0.10 -1.07 -0.81 0.00
H -0.4358 -5.1123 -0.2848 -0.22 -0.15 0.21 0.00
H 0.2057 -3.3316 0.9299 -0.26 -0.18 0.35 0.00
H -3.1882 -5.2659 2.1009 -0.02 0.07 0.09 0.00
H -2.0138 -5.8938 0.0723 0.26 0.17 0.01 0.00
S 1.0625 -0.7533 4.8092 -0.49 0.70 -0.67 0.00
C 0.2432 0.7719 4.7997 -0.37 0.44 -0.86 0.00
C -0.0873 1.1467 3.5144 0.57 -0.76 0.92 0.00
N 0.3320 0.2434 2.5504 0.41 -1.11 0.43 0.01
C 0.9180 -0.8059 3.1015 0.05 0.90 -0.02 0.00
H 0.0448 1.3356 5.7035 0.04 -0.21 -0.16 0.00
H -0.5961 2.0576 3.2166 0.17 -0.19 0.05 0.00
H 1.3513 -1.6108 2.5336 -0.08 0.17 -0.03 0.00
```
Positions in Å, forces in eV/Å.


Number 1: energy -10177.79777 eV. Number 2: energy -338997.18771 eV. Number 3: energy -70297.01561 eV.